1.
Molecular formula: C6H7N
Method: DFT, the ωB97M-V functional and the def2-TZVPD basis

For the largest force on an atom, the calculation gives 4.8 eV/A. As for the relative energy (zero: lowest compared OMol25 entry of this formula, charge and spin): 134.4 kcal per mole. As for the LUMO energy (spin up / spin down): -0.0122 / -0.0122 Eh. Its HOMO-LUMO gap (spin up / spin down) is 9.20 / 9.20 eV. The calculation puts the energy at -7819.821 eV.

Bonds (Å) are listed after each position.
Element x y z (Å)
1 C 0.2126 0.3386 -1.0755  C4 1.504, H6 1.148, N11 1.407
2 H -1.4126 -1.0708 -1.4411  C4 1.124
3 H -0.1695 -1.7548 -0.4226  C4 1.104
4 C -0.6727 -0.7966 -0.6405  C1 1.504, H2 1.124, H3 1.104, C5 1.550
5 C -1.3528 -0.1805 0.6093  C4 1.550, H9 1.221, H12 1.137, C13 1.447
6 H 0.4400 0.5391 -2.1831  C1 1.148
7 C 3.0742 -0.1566 0.5742  H8 1.040, C10 1.196
8 H 3.6930 -0.5916 1.2885  C7 1.040
9 H -2.5580 -0.3447 0.7150  C5 1.221
10 C 2.2892 0.1155 -0.2861  C7 1.196
11 N -0.1810 1.5181 -0.4173  C1 1.407, C13 1.276
12 H -0.9377 -0.7130 1.5240  C5 1.137
13 C -1.0014 1.2194 0.5127  C5 1.447, N11 1.276, H14 1.070
14 H -1.4233 1.8778 1.2424  C13 1.070

---

2.
Molecular formula: CH4NOP
Method: DFT, the ωB97M-V functional and the def2-TZVPD basis

For the largest force on an atom, the calculation gives 3.2 eV/A. As for the relative energy (zero: lowest compared OMol25 entry of this formula, charge and spin): 129.7 kcal per mole. As for the LUMO energy (spin up / spin down): -0.0284 / -0.0376 Eh. Its HOMO-LUMO gap (spin up / spin down) is 9.39 / 7.44 eV. The calculation puts the energy at -13922.907 eV.

Bonds (Å) are listed after each position.
Element x y z (Å)
1 O -0.1489 -0.4977 0.4868  N2 1.260
2 N 0.0804 -0.7352 -0.7295  O1 1.260, C7 1.263
3 H 0.8324 1.9948 2.6068  P5 1.375
4 H -1.3631 -2.0060 -1.7155  C7 1.112
5 P 1.1010 2.1772 1.2707  H3 1.375, H8 1.301
6 H 0.1329 -1.2104 -2.6171  C7 1.114
7 C -0.4520 -1.3695 -1.6829  N2 1.263, H4 1.112, H6 1.114
8 H -0.1695 2.1186 0.9987  P5 1.301

---

3.
Molecular formula: C19H35BN3O7
Method: DFT, the ωB97M-V functional and the def2-TZVPD basis

Its charge is +1. For the largest force on an atom, the calculation gives 4.2 eV/A. As for the LUMO energy: -0.1743 Eh. Its HOMO-LUMO gap is 5.90 eV. The calculation puts the energy at -39742.585 eV.

Bonds (Å) are listed after each position.
Element x y z (Å)
1 H -5.6988 2.2130 1.8115  C36 1.086
2 H 1.9666 -4.8232 3.9530  C37 1.092
3 C 4.3911 -1.2716 -0.9769  H22 1.129, H28 1.119, H41 1.126, C63 1.587
4 H 1.3025 -4.8640 0.3080  C42 1.092
5 H 0.0832 0.7125 -2.8711  C30 1.122
6 O -1.4025 -2.0404 -0.3483  H16 0.982, B53 1.395
7 C 4.3960 1.2132 -1.9082  H19 1.120, C33 1.582, C50 1.604, C63 1.599
8 H -2.6289 0.3460 -2.6338  C56 1.120
9 C -7.4854 0.3990 1.8309  H14 1.093, H17 1.093, H20 1.090, N62 1.449
10 C -2.5999 1.9332 0.9802  C27 1.559, O32 1.392, O47 1.194
11 H 3.0908 0.9638 -3.6554  C33 1.129
12 H -0.0002 -4.3682 1.4054  C42 1.092
13 H -3.1231 0.1557 -0.8514  C56 1.125
14 H -6.9393 0.1840 2.7525  C9 1.093
15 H 6.6470 1.0110 -0.5655  C43 1.120
16 H -0.4876 -2.3946 -0.3131  O6 0.982
17 H -6.8779 0.1042 0.9712  C9 1.093
18 H -6.7329 3.4220 2.6101  C36 1.092
19 H 4.6859 2.2478 -1.5905  C7 1.120
20 H -8.4129 -0.1729 1.8245  C9 1.090
21 H 6.3138 0.1830 -2.5150  C50 1.126
22 H 3.4465 -1.6180 -0.4643  C3 1.129
23 C -0.1747 2.9165 0.4039  C26 1.446, C27 1.489, H61 1.117
24 O -0.9221 -1.7946 -2.7409  H40 0.977, B53 1.437
25 C -9.0189 2.3124 1.6925  H52 1.103, O60 1.214, N62 1.357
26 C 0.9588 2.9365 -0.4940  C23 1.446, N38 1.392, H58 1.115
27 C -1.3198 2.0164 0.0936  C10 1.559, C23 1.489, C55 1.465
28 H 5.2266 -1.9212 -0.6135  C3 1.119
29 H -6.6724 3.3434 0.8379  C36 1.093
30 C -0.0037 1.3208 -1.9319  H5 1.122, N38 1.374, C55 1.462
31 H 6.3848 -0.4854 0.4688  C43 1.128
32 O -3.7854 2.5580 0.6029  C10 1.392, H64 0.977
33 C 2.9511 1.1110 -2.5450  C7 1.582, H11 1.129, O59 1.460, H65 1.121
34 H 5.7487 1.0805 1.0680  C43 1.123
35 H 5.8309 1.5630 -3.6454  C50 1.123
36 C -6.6413 2.7494 1.7547  H1 1.086, H18 1.092, H29 1.093, N62 1.451
37 C 2.6709 -4.4799 3.1930  H2 1.092, H39 1.092, N44 1.452, H57 1.090
38 N 1.0494 2.1533 -1.6414  C26 1.392, C30 1.374, O59 1.346
39 H 3.2758 -5.3217 2.8504  C37 1.092
40 H 0.0382 -1.6891 -2.5943  O24 0.977
41 H 4.2237 -1.4741 -2.0720  C3 1.126
42 C 1.0019 -4.7992 1.3558  H4 1.092, H12 1.092, N44 1.453, H49 1.088
43 C 5.9376 0.4930 0.1301  H15 1.120, H31 1.128, H34 1.123, C63 1.589
44 N 1.9302 -3.9376 2.0684  C37 1.452, C42 1.453, C51 1.345
45 H 4.9377 -0.0675 -3.6276  C50 1.127
46 O 1.4823 -2.1460 0.7267  C51 1.225
47 O -2.6455 1.3081 1.9962  C10 1.194
48 H 2.8016 -2.0980 2.2719  C51 1.101
49 H 0.9936 -5.7946 1.7959  C42 1.088
50 C 5.4542 0.7192 -3.0076  C7 1.604, H21 1.126, H35 1.123, H45 1.127
51 C 2.0764 -2.6626 1.6657  N44 1.345, O46 1.225, H48 1.101
52 H -9.7912 1.5251 1.7013  C25 1.103
53 B -1.5181 -1.3052 -1.5282  O6 1.395, O24 1.437, C56 1.634
54 H 3.7457 0.5706 0.0954  C63 1.131
55 C -1.2030 1.1843 -1.1068  C27 1.465, C30 1.462, C56 1.572
56 C -2.2753 0.1418 -1.5904  H8 1.120, H13 1.125, B53 1.634, C55 1.572
57 H 3.3247 -3.7245 3.6278  C37 1.090
58 H 1.8043 3.6252 -0.2612  C26 1.115
59 O 2.1506 2.3235 -2.3973  C33 1.460, N38 1.346
60 O -9.3068 3.4900 1.6295  C25 1.214
61 H -0.2306 3.5344 1.3325  C23 1.117
62 N -7.7556 1.8203 1.7579  C9 1.449, C25 1.357, C36 1.451
63 C 4.5602 0.2679 -0.6292  C3 1.587, C7 1.599, C43 1.589, H54 1.131
64 H -3.7031 2.9230 -0.3001  O32 0.977
65 H 2.4735 0.1784 -2.1476  C33 1.121

---

Q: Which value of energy does entry 3 give?
A: -39742.585 eV

---

Q: Among the records above, which one has the highest energy?
A: C6H7N

---

Q: Among the records above, which one has the highest energy?
A: C6H7N

---

Q: The highest energy belongs to which entry?
A: C6H7N